{
  "formula": "C5H4LaNO5",
  "method": "the ωB97M-V functional and the def2-TZVPD basis",
  "multiplicity": 1,
  "total_charge": 2,
  "de_lowest_kj_mol": 349.8,
  "gap_ev": [6.964, 6.961],
  "lumo_energy_ev": [-10.42, -10.42],
  "symbols": ["O", "C", "La", "O", "C", "C", "O", "C", "O", "C", "O", "H", "N", "H", "H", "H"],
  "positions_angstrom": [[-4.300, -0.408, -2.197], [-3.227, -0.793, -2.383], [1.367, -0.120, -0.509], [-1.832, 1.238, 0.377], [-0.826, 0.855, -0.049], [0.683, -0.464, 1.751], [0.149, -0.464, 2.772], [-0.705, -2.941, 0.882], [-0.103, -3.948, 0.870], [-1.019, -1.767, 0.059], [-2.178, -1.556, -0.275], [2.926, -0.278, -1.306], [2.180, 2.404, -0.048], [3.158, 2.534, -0.330], [2.112, 2.622, 0.952], [1.615, 3.087, -0.565]]
}



{
  "formula": "C3H7N2",
  "method": "the ωB97M-V functional and the def2-TZVPD basis",
  "multiplicity": 1,
  "total_charge": 1,
  "de_lowest_kj_mol": 285.2,
  "gap_ev": 11.603,
  "smiles": "C1N[C@]12C[NH2+]2",
  "lumo_energy_ev": -3.33,
  "symbols": ["C", "C", "C", "N", "N", "H", "H", "H", "H", "H", "H", "H"],
  "positions_angstrom": [[0.236, -0.800, 1.313], [0.495, 0.806, -0.954], [0.175, -0.277, 0.009], [-0.236, -1.612, 0.204], [-0.873, 0.746, -0.462], [1.203, -0.921, 1.741], [-0.484, -0.351, 2.048], [1.277, 1.659, -0.667], [0.521, 0.640, -2.055], [0.302, -2.436, -0.230], [-1.462, 1.327, 0.105], [-1.406, 0.440, -1.279]]
}



{
  "formula": "C56H45F5I2NO6SbTa",
  "method": "the ωB97M-V functional and the def2-TZVPD basis",
  "multiplicity": 1,
  "total_charge": 3,
  "gap_ev": 3.632,
  "lumo_energy_ev": -11.36,
  "symbols": ["Ta", "I", "C", "I", "H", "H", "C", "C", "C", "O", "C", "C", "O", "C", "O", "C", "C", "C", "C", "C", "C", "C", "C", "C", "C", "C", "C", "C", "O", "C", "C", "C", "C", "C", "C", "C", "C", "C", "C", "C", "C", "H", "H", "H", "H", "H", "H", "H", "H", "H", "H", "H", "H", "H", "H", "H", "H", "H", "H", "H", "H", "H", "H", "H", "H", "H", "H", "H", "H", "O", "N", "F", "C", "C", "F", "C", "F", "C", "O", "C", "F", "C", "F", "C", "C", "C", "C", "C", "C", "Sb", "C", "C", "C", "C", "C", "C", "C", "C", "C", "C", "C", "C", "H", "H", "H", "H", "H", "H", "H", "H", "H", "H", "H", "H", "H", "H", "H"],
  "positions_angstrom": [[1.255, -0.563, 0.194], [4.212, 0.843, 1.154], [3.403, 2.852, 1.129], [1.330, 2.809, 0.622], [3.928, 3.444, 0.382], [3.502, 3.282, 2.124], [-3.220, -2.518, 4.359], [-3.173, -1.259, 3.494], [-4.398, -0.382, 3.684], [-3.044, -1.664, 2.103], [-1.768, -1.433, 1.635], [-0.999, -1.020, 2.954], [-2.012, -0.487, 3.739], [0.338, -0.222, 3.126], [1.148, -0.381, 1.999], [0.958, -0.878, 4.370], [0.350, -0.648, 5.614], [0.901, -1.179, 6.763], [2.052, -1.954, 6.685], [2.649, -2.202, 5.447], [2.096, -1.676, 4.292], [0.259, 1.269, 3.459], [-0.871, 2.066, 3.351], [-0.802, 3.414, 3.670], [0.386, 3.978, 4.112], [1.519, 3.187, 4.231], [1.458, 1.844, 3.903], [-1.801, -0.510, 0.294], [-0.492, -0.129, 0.030], [-2.765, 0.646, 0.459], [-2.321, 1.960, 0.538], [-3.222, 3.006, 0.621], [-4.584, 2.753, 0.611], [-5.038, 1.444, 0.557], [-4.139, 0.394, 0.514], [-2.241, -1.451, -0.805], [-3.323, -1.278, -1.643], [-3.792, -2.301, -2.461], [-3.312, -3.622, -2.301], [-2.196, -3.840, -1.570], [-1.438, -2.674, -1.065], [-4.163, -3.035, 4.209], [-3.122, -2.240, 5.405], [-2.417, -3.203, 4.098], [-5.281, -0.916, 3.351], [-4.298, 0.533, 3.108], [-4.504, -0.132, 4.734], [-1.324, -2.382, 1.317], [-0.726, -2.028, 3.341], [-0.554, -0.060, 5.662], [0.431, -0.998, 7.718], [2.479, -2.378, 7.582], [3.544, -2.805, 5.390], [2.561, -1.876, 3.333], [-1.811, 1.643, 3.045], [-1.693, 4.017, 3.593], [0.427, 5.020, 4.383], [2.439, 3.611, 4.609], [2.338, 1.223, 4.004], [-1.260, 2.176, 0.534], [-2.856, 4.017, 0.700], [-5.288, 3.567, 0.660], [-6.094, 1.236, 0.574], [-4.495, -0.626, 0.558], [-3.843, -0.332, -1.646], [-4.581, -2.105, -3.168], [-3.822, -4.445, -2.777], [-1.743, -4.813, -1.458], [0.084, -3.369, -2.255], [-0.257, -2.901, -0.352], [-0.143, -2.516, -1.725], [5.911, -5.445, -2.233], [5.161, -4.497, -1.709], [5.216, -4.237, -0.332], [6.038, -4.932, 0.428], [4.405, -3.249, 0.227], [4.417, -2.956, 1.531], [3.518, -2.528, -0.576], [2.678, -1.610, -0.118], [3.518, -2.783, -1.947], [2.674, -1.965, -2.648], [4.312, -3.752, -2.535], [4.260, -3.969, -3.839], [1.029, -1.040, -7.157], [1.227, 0.279, -6.784], [1.215, 0.637, -5.445], [1.016, -0.335, -4.483], [0.817, -1.654, -4.842], [0.832, -2.005, -6.186], [0.956, 0.485, -2.455], [-0.887, 1.592, -2.752], [-1.842, 1.016, -3.585], [-2.993, 1.717, -3.902], [-3.193, 2.993, -3.399], [-2.257, 3.555, -2.551], [-1.111, 2.855, -2.215], [2.437, 2.060, -2.713], [3.777, 1.723, -2.551], [4.758, 2.646, -2.875], [4.404, 3.898, -3.352], [3.069, 4.236, -3.495], [2.079, 3.319, -3.179], [1.043, -1.314, -8.201], [1.386, 1.040, -7.533], [1.375, 1.665, -5.164], [0.660, -2.424, -4.100], [0.685, -3.037, -6.469], [-1.663, 0.038, -4.021], [-3.728, 1.274, -4.553], [-4.068, 3.555, -3.681], [-2.419, 4.543, -2.150], [-0.391, 3.319, -1.550], [4.058, 0.727, -2.216], [5.798, 2.381, -2.770], [5.168, 4.606, -3.628], [2.795, 5.209, -3.870], [1.038, 3.572, -3.324]]
}



{
  "formula": "C3H2F4",
  "method": "the ωB97M-V functional and the def2-TZVPD basis",
  "multiplicity": 1,
  "de_lowest_kj_mol": 511.0,
  "gap_ev": 11.355,
  "smiles": "FC(F)F.C#CF",
  "lumo_energy_ev": 0.28,
  "symbols": ["C", "C", "C", "F", "F", "F", "F", "H", "H"],
  "positions_angstrom": [[0.711, 0.719, -0.479], [-0.366, 1.141, -0.140], [-3.888, -0.060, -0.054], [-1.231, 2.052, 0.148], [-4.768, -0.167, -1.159], [-4.381, 0.766, 0.813], [-4.139, -1.252, 0.423], [-3.340, 0.733, -0.384], [1.138, 0.004, -0.977]]
}